Entry from OMol25: a cluster of 9 separate species, C42H44O24 in total at a distorted geometry (ωB97M-V with the def2-TZVPD basis set).

## Properties
Molar mass = 932.79 g/mol
HOMO = -8.8 eV
HOMO-LUMO gap = 5.9 eV
Structure (SMILES) = O=C1C=C(O)C(=O)C=C1O.O=C1C=C(O)C(=O)C=C1O.O=C1C=C(O)C(=O)C=C1O.O=C1C=C(O)C(=O)C=C1O.O=C1C=C(O)C(=O)C=C1O.CC(C)=O.CC(C)=O.CC(C)=O.CC(C)=O
Strongest force on any atom = 13.8 eV/Å
Net charge = 0

Geometry as XYZ:
```
110
Properties=species:S:1:pos:R:3:forces:R:3
H -0.9431 0.2006 -0.2094 1.088 -0.059 -0.188
H 2.4604 -3.7486 5.2838 2.328 -1.347 2.603
C 4.2513 0.1142 -0.7080 1.053 3.520 0.929
C 0.8316 4.7832 -5.8863 3.405 -10.468 -1.800
H 0.6358 3.7969 -1.3669 0.822 -4.961 2.382
C -5.2235 -2.4538 2.3053 1.282 -2.473 -4.178
C 2.4651 -5.4591 -1.6473 -2.357 0.279 -6.970
H 1.3600 4.0035 -7.5610 0.093 -5.184 -1.802
C 1.6132 0.7846 1.4332 0.977 -2.690 -3.390
C 0.5977 4.6048 -2.9153 0.025 10.255 -1.258
H -0.7203 4.2013 0.9553 -2.967 -0.656 -1.682
C -2.8482 4.0909 1.5438 2.903 3.811 -0.927
H -5.3269 1.6309 -0.3981 0.102 -1.916 -0.965
H 1.1694 -4.4148 4.3597 0.391 0.952 -0.125
H -2.1400 1.2767 -2.1611 -2.062 2.021 1.967
H 4.8096 2.2328 -0.9774 -0.715 -0.344 -0.499
H 4.1376 -0.6596 3.3778 -0.024 -0.157 -0.032
C 3.7531 -1.0282 -1.3901 -1.556 -2.604 -4.403
O -3.6988 0.3183 4.1713 -1.680 -1.763 -0.167
C -3.1949 -1.6551 0.9287 1.895 2.712 0.678
H -4.4741 3.2689 1.5471 -10.498 1.664 -6.229
C 0.3769 -4.0894 -1.3309 3.082 -1.453 -1.347
O 3.4648 -6.3867 0.2676 -0.176 0.280 -1.065
C 0.5743 5.9609 -5.2367 0.167 2.547 4.571
C -5.0382 -1.5158 3.3840 -3.690 -0.918 1.513
H -4.3939 0.0873 4.8549 0.621 0.629 -0.349
C 0.7203 3.4243 -3.6598 -1.574 -4.856 0.977
C -2.9722 -0.6952 2.0245 -5.492 -0.950 4.544
C 3.9282 1.4264 -2.9486 1.079 2.132 3.957
H 2.9672 -1.7930 -3.3838 0.644 0.204 0.987
H -1.5397 2.7769 0.7755 1.211 -6.750 0.382
O 4.6587 0.0317 0.4575 -0.447 -0.090 -1.434
C 0.9085 3.3732 -5.0493 0.746 6.940 -6.741
C -3.9622 -0.6007 3.2204 7.128 1.874 -4.457
H -2.1785 -0.0252 2.0756 1.292 0.947 -0.296
C 4.7355 2.3516 3.0716 -5.727 -5.507 -0.663
O -7.2017 -0.3268 -0.5862 2.609 0.238 -3.587
O 0.3994 7.0188 -5.7538 -0.490 1.921 -1.871
H 1.2416 -4.6747 -3.2898 -0.420 0.050 -1.475
H 4.7717 1.8576 2.0877 -0.394 0.378 -0.024
O -2.6453 -0.2243 -3.6275 1.797 0.523 0.110
O -5.8039 -1.4119 4.3927 2.211 -0.222 -2.310
H -7.0831 -1.9830 -4.0415 0.059 0.186 1.366
O 0.4984 2.3328 -3.0744 0.656 1.115 -0.286
H -0.7382 -1.9605 5.7390 0.363 -0.747 1.050
H 1.9431 1.5495 2.0232 2.024 2.640 0.377
C 3.4357 -0.9560 -2.8181 -0.662 -2.464 3.486
H 2.4678 -3.1352 3.7052 -0.706 -1.141 0.190
H -2.0752 3.9134 -0.5119 0.698 -0.386 1.061
O -0.1604 -3.2536 0.8634 2.406 -2.093 -1.177
H -0.7482 -2.8945 0.1874 -0.809 0.359 -0.268
H 1.2960 2.5401 -5.6695 -0.574 0.312 1.086
H 1.9448 -4.6926 1.7313 0.849 -0.063 -2.461
C -5.1670 0.7539 -1.1259 3.350 2.041 -2.611
H -6.1350 -3.2030 2.3335 2.022 1.688 0.079
C 1.1765 -2.3000 5.0074 -1.483 3.115 -2.757
C -4.8066 -0.9778 -3.3430 -5.176 3.111 6.899
H 0.9725 0.4264 2.1663 -1.780 -2.103 0.706
C 4.2533 1.4123 -1.4694 -0.147 -0.651 -4.689
H -3.3526 2.1319 1.8974 0.048 -1.149 -0.123
O 0.4163 4.6503 -1.5384 -0.259 3.480 -4.648
C 1.8216 -3.5263 4.5339 -0.302 0.842 -2.888
C 3.3793 0.2217 -3.6374 -0.442 0.720 -2.955
H 3.6684 2.7874 3.1901 2.100 -0.470 0.133
O 1.3665 4.8360 -7.2631 -2.185 5.219 5.694
C 5.0130 1.1585 4.0336 0.440 0.762 2.386
C 2.7095 -5.5872 -0.2704 0.453 -0.152 3.961
H 3.8394 -2.0290 0.2891 0.344 0.662 0.246
C -6.1071 -1.0122 -2.6755 3.649 -0.261 -2.884
C -3.9235 0.8451 -1.9279 -3.622 0.524 4.759
O -2.8557 5.2793 1.8927 -0.738 -1.993 -0.158
C -3.7651 3.0920 2.0570 9.423 -2.312 3.046
O -2.5232 -1.6437 -0.0933 -0.222 -0.422 0.123
C 0.7144 -4.0370 0.0912 3.368 -0.626 3.157
H 2.3753 0.0073 1.0465 -0.825 1.007 1.767
O 3.3832 -6.1692 -2.4715 -1.895 1.822 1.883
O 1.3138 -1.2209 4.3452 -0.328 -3.130 2.547
H 3.0848 -5.8584 -3.3250 0.353 -0.347 -0.891
O -7.1787 -1.7470 -3.0806 0.898 0.476 -0.807
C 0.1956 -2.4127 6.1472 1.376 -1.731 1.107
C -4.2717 -2.5719 1.1306 -5.056 -1.975 3.911
H 0.5424 6.7530 -3.2538 -1.126 7.225 4.141
C 0.1327 0.0309 -0.5008 -1.041 1.177 -0.845
H 0.2690 -3.5134 6.6824 -1.046 2.514 -1.904
H 5.7290 -0.4007 2.7981 1.746 0.171 -4.208
O -2.9502 1.7064 -1.5618 2.107 -2.736 -3.020
H 0.2106 0.1919 -1.5544 -0.358 0.002 -1.039
O 3.6588 -2.1685 -0.6454 -0.483 0.548 -2.122
C 1.9610 -4.6637 0.5580 -6.264 2.573 2.272
C -3.6393 -0.1484 -2.9664 -3.215 -0.573 -0.360
H 4.0930 3.2661 -3.1610 0.339 1.612 0.817
O 5.1813 1.3202 5.2356 -0.293 0.800 -0.910
O 4.0453 2.5506 -3.7632 -0.497 -3.154 0.942
H -4.5507 -1.5218 -4.0863 0.953 -4.043 -5.124
H 0.6724 -1.8476 6.9475 -0.572 0.736 0.084
C 0.9788 1.1153 0.0924 -0.452 1.053 3.228
C -1.7779 3.6723 0.5416 1.010 7.242 0.452
O 2.9526 0.2422 -4.8450 1.521 -0.042 4.470
O -0.5499 -3.5199 -1.7810 -3.152 1.838 -0.642
C 5.1264 -0.2486 3.5765 -0.313 -1.873 2.732
H 5.7713 -0.9724 4.2331 -1.861 1.650 0.126
O 1.0513 2.2746 -0.2654 -0.150 -0.536 -0.989
C -6.2811 -0.1755 -1.4638 -1.312 0.255 4.337
H -5.1366 -4.0310 0.6759 -1.162 -1.447 -0.159
C 1.3161 -4.7704 -2.2546 4.507 -2.445 5.003
H 0.3538 -1.0017 -0.3299 0.539 -0.346 0.679
O -4.4074 -3.6076 0.2533 0.770 2.333 1.049
H 5.4934 2.9480 3.0582 4.293 4.258 0.586
C 0.6595 5.9704 -3.7428 0.286 -13.763 -0.674
H -3.8102 3.3300 3.0176 -1.123 0.600 4.292
```
Forces are in eV/Å.